A molecular structure, C27H28InN5O3PS in a non-equilibrium geometry. Source: the OMol25 dataset; level of theory: the ωB97M-V functional and the def2-TZVPD basis.

Geometry as XYZ:
```
66
Properties=species:S:1:pos:R:3
In 0.0071 1.5730 0.3840
O 1.2216 1.5768 3.2752
C 0.3823 0.9248 2.6515
C -0.4387 -0.1331 3.1730
C -0.6230 -0.2005 4.5496
C -1.6535 -0.9514 5.0682
C -2.4304 -1.8090 4.2735
C -2.1903 -1.7847 2.8971
C -1.2868 -0.9123 2.3292
P -1.0544 -0.8724 0.5685
C -2.5892 -1.3860 -0.1965
C -3.7108 -0.5879 0.0062
C -4.9577 -1.0028 -0.4434
C -5.0710 -2.2198 -1.1380
C -3.9354 -2.9831 -1.3896
C -2.7192 -2.5773 -0.9152
C 0.1148 -2.1476 0.2046
C 0.8486 -2.8348 1.1465
C 1.7854 -3.7846 0.8046
C 2.0792 -3.9839 -0.5283
C 1.3768 -3.3066 -1.5203
C 0.4068 -2.3748 -1.1479
H -0.0385 0.3793 5.2241
H -1.8426 -0.8644 6.1186
H -3.2511 -2.4325 4.6586
H -2.5957 -2.5413 2.1804
H -3.5545 0.3517 0.5435
H -5.8504 -0.4050 -0.3033
H -6.0913 -2.5303 -1.4423
H -4.0020 -3.8850 -2.0053
H -1.9004 -3.2739 -1.0645
H 0.6371 -2.6207 2.2140
H 2.2954 -4.3673 1.5604
H 2.7924 -4.7504 -0.8387
H 1.5862 -3.4870 -2.5722
H -0.2074 -1.8658 -1.8775
C -0.5740 2.6475 -4.0021
C -0.5990 2.6758 -2.5243
N 0.2416 1.9436 -1.8548
O 1.0068 1.1447 -2.6358
C -1.4408 3.4810 -1.7097
C -2.4882 4.3750 -2.2866
N -1.3310 3.2987 -0.3730
O -1.9494 4.0468 0.4253
H -0.5219 1.5869 -4.2972
H 0.3310 3.1029 -4.3220
H -1.5009 3.0539 -4.4504
H 1.7534 0.8210 -2.0485
H -2.9323 3.9626 -3.1692
H -2.0803 5.3577 -2.5539
H -3.2679 4.5218 -1.5118
C 5.4124 -1.0818 -0.1601
C 4.8738 0.0727 -1.0113
C 4.0341 1.0657 -0.3168
N 2.7504 1.1169 -0.5154
N 2.1675 2.1496 0.2494
C 3.0713 2.9180 0.8685
N 2.8208 4.1247 1.5285
S 4.6919 2.3664 0.6040
H 6.1748 -1.6610 -0.7468
H 4.6337 -1.7813 0.2392
H 5.8977 -0.6319 0.7070
H 4.3179 -0.3864 -1.8437
H 5.7136 0.5598 -1.4774
H 1.8357 4.3439 1.5356
H 3.4180 4.8752 1.2052
```

Its electronic energy is -2474.5015 hartree. Its LUMO energy (alpha / beta) is -0.1063 / -0.1063 Eh. The gap between HOMO and LUMO (alpha / beta) comes out at 7.11 / 7.11 eV. Its charge is +1. As for the HOMO energy (alpha / beta): -10.002 / -10.002 eV.

Atom charges from the Löwdin analysis, given in e for atoms 1 to 4: 0.9288 -0.0017 -0.3358 -0.2365

C27H28N2O7S2 in the gas phase. Source: the OMol25 dataset; level of theory: the ωB97M-V functional and the def2-TZVPD basis.

Geometry as XYZ:
```
66
Properties=species:S:1:pos:R:3
C 1.6008 -4.1202 -2.0504
O 1.9768 -2.9268 -1.3978
C 1.6100 -1.7287 -1.9415
C 0.8425 -1.6273 -3.0942
C 0.4601 -0.3941 -3.5924
C 0.8312 0.7564 -2.9320
C 1.6001 0.6881 -1.7775
C 1.9240 1.9687 -1.0468
N 0.6829 2.6570 -0.7144
C 0.5746 4.0656 -1.0663
C 1.5647 4.9161 -0.3444
C 1.4999 5.5313 0.8703
C 2.7674 6.1270 1.0793
C 3.5082 5.8257 -0.0196
O 2.7920 5.0909 -0.8884
S 0.1477 2.3003 0.8301
O -1.0856 3.0078 1.0262
O 1.1710 2.4647 1.8237
C -0.2017 0.5519 0.6617
C -1.0473 0.1422 -0.3518
C -1.2962 -1.2097 -0.5102
C -0.7095 -2.1037 0.3651
S -1.1103 -3.8452 0.2354
O -1.6375 -4.1021 -1.0722
O -0.0017 -4.6191 0.7062
N -2.3319 -4.1028 1.3306
C -3.6042 -3.4544 1.1011
C -3.6121 -1.9662 1.3614
C -2.9695 -1.4284 2.4702
C -2.9231 -0.0592 2.6635
C -3.5373 0.7939 1.7627
C -4.2163 0.2643 0.6789
C -4.2496 -1.1046 0.4779
C 0.1310 -1.6957 1.3804
C 0.3981 -0.3433 1.5252
C 2.0178 -0.5503 -1.2809
O 2.7615 -0.4924 -0.1359
C 3.5317 -1.5930 0.3006
H 0.5148 -4.2237 -2.1100
H 1.9917 -4.9182 -1.4222
H 2.0447 -4.1824 -3.0493
H 0.5231 -2.5214 -3.6027
H -0.1333 -0.3442 -4.4920
H 0.5235 1.7237 -3.2960
H 2.4835 1.7583 -0.1322
H 2.5296 2.6200 -1.6819
H -0.4369 4.3645 -0.7876
H 0.7076 4.1588 -2.1476
H 0.6565 5.5431 1.5283
H 3.0787 6.6973 1.9300
H 4.5153 6.0660 -0.2972
H -1.4878 0.8812 -0.9998
H -1.9255 -1.5876 -1.2994
H -1.9892 -4.0619 2.2766
H -3.8449 -3.6520 0.0545
H -4.3524 -3.9536 1.7275
H -2.4921 -2.0825 3.1871
H -2.4022 0.3455 3.5179
H -3.4718 1.8614 1.8995
H -4.7117 0.9208 -0.0203
H -4.7678 -1.5125 -0.3780
H 0.5763 -2.4393 2.0230
H 1.0626 0.0349 2.2854
H 4.1858 -1.9623 -0.4919
H 2.9075 -2.4109 0.6633
H 4.1381 -1.2003 1.1172
```

Its electronic energy is -2478.1695 hartree. Its LUMO energy is 0.0049 Eh. As for the SMILES: COc1cccc(CN(Cc2ccco2)S(=O)(=O)c2ccc(S(=O)(=O)NCc3ccccc3)cc2)c1OC. The gap between HOMO and LUMO comes out at 8.32 eV. Its charge is 0. As for the HOMO energy: -8.183 eV.

Atom charges from the Löwdin analysis, given in e for atoms 1 to 4: -0.0721 -0.1138 -0.1984 -0.0179

- Which value of charge does entry 2 give?
  0